Record 1
{"formula": "C16H17BrHfI2N2O2", "method": "wB97M-V/def2-TZVPD", "elements": ["C", "C", "C", "Hf", "N", "H", "H", "H", "H", "C", "H", "C", "C", "C", "C", "H", "N", "C", "C", "C", "H", "H", "I", "C", "H", "I", "H", "H", "C", "C", "C", "C", "H", "H", "H", "O", "O", "Br", "H", "H", "H"], "coordinates": [[-0.773420, 3.461034, 3.055629], [-1.836119, -3.280132, 1.897394], [-1.232130, -0.829437, -4.680147], [-0.230186, -0.582591, 0.216796], [1.842529, 0.186084, 0.543996], [2.095749, 0.410802, 2.613430], [1.365221, 3.423007, 2.950437], [3.905724, -0.294895, 0.664130], [-2.858784, 1.102159, 1.848030], [-1.539338, 0.358453, -4.024674], [-1.976749, 1.200313, -4.541367], [2.945220, -0.810830, 0.616635], [-1.958211, 2.800163, 2.747185], [0.445228, 2.908999, 2.696131], [0.148438, -2.832163, -1.762827], [-0.800713, 4.404805, 3.583806], [-0.727507, -0.585978, -1.992268], [-0.440680, -1.741594, -2.636031], [-1.917307, 1.592266, 2.072531], [1.828207, 1.051705, 1.770140], [3.003388, 1.509599, -0.649957], [1.969116, 0.419122, -1.570538], [-2.959960, -1.898549, 0.712985], [0.480873, 1.694043, 2.020916], [-0.433178, -2.839061, -4.451315], [-0.125270, -2.345873, 2.748081], [-1.509193, -4.085324, 1.251547], [2.928291, -1.453371, -0.261185], [-1.268023, 0.425276, -2.676830], [-0.678901, -1.897066, -3.980656], [-0.703334, 1.003572, 1.682851], [2.021463, 1.032554, -0.667618], [-1.432389, -0.918298, -5.740192], [2.829992, -1.425115, 1.506599], [2.619514, 1.800457, 1.680290], [0.439867, -3.895038, -2.208224], [0.285955, -2.441438, -0.486043], [-1.632796, 1.926690, -1.602298], [1.263940, 1.819294, -0.693827], [-2.907766, 3.230052, 3.037742], [-2.476761, -3.603697, 2.708713]], "atomic_forces_ev_per_a": [[-0.006, 0.018, 0.012], [0.031, 0.047, -0.013], [-0.036, 0.057, -0.050], [-0.089, 0.170, -0.235], [0.017, -0.017, 0.083], [-0.013, -0.034, -0.013], [-0.003, -0.006, -0.003], [-0.016, 0.034, 0.022], [0.000, -0.016, -0.007], [0.006, -0.033, -0.041], [0.000, -0.002, -0.006], [0.057, -0.011, -0.036], [0.010, 0.004, 0.002], [-0.022, 0.043, -0.055], [-0.018, 0.098, -0.040], [-0.005, -0.003, -0.003], [0.020, -0.107, -0.018], [-0.010, 0.075, 0.071], [0.037, 0.036, 0.000], [0.041, 0.082, 0.086], [0.004, -0.001, 0.036], [-0.011, -0.018, 0.005], [-0.018, -0.002, 0.030], [0.028, -0.086, 0.068], [-0.005, 0.006, -0.013], [-0.032, -0.028, 0.035], [0.012, -0.009, -0.005], [-0.021, 0.007, -0.019], [0.028, -0.012, 0.144], [0.024, -0.047, 0.019], [0.037, -0.108, -0.028], [0.011, 0.040, -0.050], [0.005, -0.008, 0.004], [-0.031, -0.015, -0.005], [0.026, -0.029, -0.026], [0.023, -0.062, 0.084], [-0.031, 0.006, -0.010], [-0.036, -0.012, -0.036], [-0.019, -0.009, 0.012], [0.007, 0.000, 0.002], [-0.004, -0.048, -0.004]], "charge": 2, "e_lumo_ev": -7.71, "orbital_gap_ev": 7.21, "relative_energy_kcal_mol": 2.0}


Record 2
{"formula": "C16H17BrO3S", "method": "wB97M-V/def2-TZVPD", "elements": ["H", "H", "H", "C", "C", "C", "H", "H", "C", "H", "O", "H", "C", "C", "C", "C", "C", "H", "H", "O", "H", "H", "O", "C", "C", "S", "H", "C", "H", "H", "C", "C", "H", "H", "H", "C", "C", "Br"], "coordinates": [[2.148569, -1.820597, 0.982866], [1.673140, -0.466744, -1.328988], [3.343077, 1.510575, -1.432698], [-1.015495, 0.054006, -1.190912], [-0.824874, -0.638266, -2.520055], [3.863257, -0.872444, 0.043279], [2.877600, 0.496704, 1.390543], [4.337759, 1.124185, 0.681134], [3.232941, -1.944505, 0.931383], [-0.851795, -1.719550, -2.372343], [0.826676, 1.871361, 1.407244], [0.839956, 1.550973, 2.319495], [-2.510375, 0.647884, 0.648329], [-1.453167, 1.258397, 1.310714], [1.435569, 0.590245, -1.186974], [-2.278865, 0.048573, -0.601757], [-4.441692, -1.225959, -0.307777], [-1.602470, -0.355790, -3.220390], [4.946152, -0.955163, 0.146708], [-4.366882, 1.440116, 1.931642], [-4.987550, -2.093422, -0.650646], [3.626949, -1.075547, -1.001442], [-3.662236, -0.668493, -2.434712], [2.650599, 1.317387, -0.609505], [-0.177681, 1.235739, 0.726715], [-1.539901, 2.068712, 2.882565], [3.612616, -1.851568, 1.950628], [-3.454605, -0.616663, -1.244538], [2.351202, 2.285970, -0.218728], [3.458992, -2.953961, 0.589332], [0.072242, 0.648611, -0.513662], [3.435492, 0.552144, 0.456010], [1.281459, 0.978942, -2.194881], [0.130211, -0.406126, -2.975178], [-2.536248, 1.344634, 3.398538], [-3.883686, 0.582116, 1.235463], [-4.645625, -0.654090, 0.873138], [-5.911310, -1.288386, 2.099460]], "atomic_forces_ev_per_a": [[-0.039, -0.081, -0.067], [0.030, -0.028, -0.029], [-0.070, -0.053, -0.114], [-0.076, 0.074, -0.087], [0.216, 0.138, 0.019], [0.049, -0.039, 0.393], [-0.111, 0.016, -0.014], [-0.061, 0.120, 0.044], [-0.013, 0.121, 0.020], [-0.114, -0.052, -0.100], [0.211, -0.251, -0.170], [-0.183, 0.183, 0.119], [0.175, -0.071, -0.067], [-0.216, -0.068, 0.010], [-0.121, 0.170, 0.002], [-0.016, 0.061, 0.144], [0.100, 0.021, 0.230], [-0.033, -0.119, 0.030], [0.042, -0.038, -0.181], [0.057, -0.137, 0.136], [-0.123, 0.077, -0.091], [0.039, 0.067, -0.082], [0.060, -0.145, -0.044], [0.051, -0.077, 0.158], [0.005, 0.118, -0.085], [0.180, 0.012, 0.087], [-0.029, 0.000, 0.031], [-0.072, 0.060, 0.077], [0.091, 0.065, -0.059], [-0.031, -0.028, -0.047], [-0.100, -0.006, 0.112], [0.218, -0.141, -0.092], [0.017, 0.035, -0.021], [0.047, -0.006, 0.031], [-0.115, 0.041, -0.052], [0.015, 0.077, -0.058], [-0.023, -0.208, -0.220], [-0.056, 0.092, 0.040]], "charge": 0, "smiles": "CCCCCc1c(C)c2c(c(S)c1O)C(=O)C(Br)=CC2=O", "e_lumo_ev": -1.09, "orbital_gap_ev": 7.66, "relative_energy_kcal_mol": 0.0}


Record 3
{"formula": "C16H17Cl2NO2S", "method": "wB97M-V/def2-TZVPD", "elements": ["C", "H", "H", "H", "C", "H", "H", "C", "C", "H", "H", "C", "Cl", "C", "H", "H", "C", "C", "S", "C", "C", "O", "H", "Cl", "C", "H", "O", "C", "C", "H", "H", "H", "N", "C", "C", "C", "H", "H", "H"], "coordinates": [[3.173507, -0.418355, 2.126725], [1.360738, -3.129565, 2.082721], [2.088249, -1.470440, -2.276338], [6.214091, 1.066574, -1.154125], [-4.284493, 1.108479, -0.336157], [5.039485, 1.508301, -3.304178], [-4.458826, -1.029436, -0.213780], [4.651449, 0.757742, -2.608515], [2.351284, -2.767321, 2.389034], [2.774527, -0.391455, 3.141270], [4.260216, -0.305984, 2.181829], [-6.350627, 2.352410, -0.048079], [-0.046799, 0.890989, 1.100585], [5.300349, 0.511894, -1.386830], [-2.186566, 1.727034, 1.560749], [2.997880, 0.192713, -3.894922], [-4.986598, -0.079888, -0.151888], [-6.364087, -0.062837, 0.090957], [-2.465721, 1.026423, -0.664036], [3.498828, 0.028381, -2.937957], [-7.049716, 1.155344, 0.141056], [-2.257403, -0.261203, -1.284871], [2.396199, -2.789618, -0.151861], [-8.740925, 1.179806, 0.434918], [-1.685786, 1.031883, 0.878850], [3.043204, -3.623084, 2.334788], [-2.270106, 2.270270, -1.390383], [2.961026, -0.872167, -2.027389], [3.502687, -1.002742, -0.724929], [2.320899, -2.405576, 3.420839], [-6.890650, 3.298253, -0.012490], [2.782695, 0.424040, 1.553814], [2.757297, -1.668189, 1.506641], [-4.970810, 2.327080, -0.292998], [2.775016, -1.825691, 0.205498], [4.766186, -0.394725, -0.475511], [-6.909321, -0.992144, 0.232734], [5.343684, -0.631278, 0.419241], [-4.441073, 3.264070, -0.465002]], "atomic_forces_ev_per_a": [[0.255, 0.675, 0.464], [0.190, 0.212, 0.200], [-0.048, 0.315, -0.035], [-0.260, -0.420, -0.038], [0.356, -0.085, 0.525], [-0.113, -0.340, 0.298], [-0.042, 0.229, 0.059], [-0.406, -0.268, 0.249], [-0.517, -0.561, 0.086], [-0.047, 0.085, -0.242], [-0.217, -0.271, 0.065], [0.072, -0.220, -0.061], [2.495, -0.401, -0.112], [-0.152, -0.046, -0.319], [0.352, -0.032, -0.359], [0.237, -0.138, 0.318], [-0.285, 0.076, 0.067], [0.072, 0.208, -0.116], [-0.175, 0.781, 2.103], [0.246, 0.217, -0.030], [1.452, -0.006, -0.192], [0.376, -0.221, -1.054], [-0.345, 0.459, 0.065], [-0.477, 0.013, 0.086], [-4.141, 0.177, -0.013], [-0.038, 0.511, -0.086], [0.246, -0.212, -0.936], [-0.004, 0.063, 0.588], [0.601, 0.636, -1.313], [-0.116, -0.104, -0.358], [0.163, -0.230, -0.020], [-0.092, -0.092, 0.031], [0.235, -0.130, -1.412], [-0.109, -0.159, 0.060], [1.024, -1.017, 1.412], [-0.485, 0.283, 0.150], [0.082, 0.152, -0.028], [-0.350, 0.182, -0.155], [-0.034, -0.323, 0.054]], "charge": 0, "e_lumo_ev": -2.28, "orbital_gap_ev": 2.80, "relative_energy_kcal_mol": 118.0}


Record 4
{"formula": "C16H17Cl7O2Os", "method": "wB97M-V/def2-TZVPD", "elements": ["C", "Cl", "O", "H", "H", "C", "H", "H", "C", "C", "H", "H", "H", "H", "H", "H", "Cl", "H", "C", "C", "H", "H", "C", "O", "Os", "C", "C", "Cl", "Cl", "H", "Cl", "H", "C", "Cl", "H", "C", "C", "Cl", "C", "C", "C", "C", "H"], "coordinates": [[0.740791, -0.458459, -1.843824], [-0.432822, -2.142060, 7.266644], [1.280694, 3.367736, -0.872350], [-1.235577, 2.517319, -4.161874], [1.703431, -2.140214, -0.984737], [-0.509252, 1.427616, -2.515134], [2.719108, -1.049864, -2.015895], [-0.471581, -2.811965, -1.225170], [0.843100, 0.116291, 4.316777], [-1.226937, -2.074070, -1.385028], [-1.947051, -2.499051, -2.128756], [2.619469, 2.088847, -2.130008], [1.819961, 2.048887, -3.777601], [-3.210276, 1.469855, -1.680520], [-1.733100, -1.933734, -0.431001], [-3.325050, 0.222881, -2.899045], [-0.244222, -4.219329, 5.142789], [-1.832740, 3.099320, -2.606045], [2.118031, 1.459816, -2.922822], [0.339041, -0.252121, 5.536717], [0.673780, 3.853181, -0.259291], [1.233073, -0.429012, 2.376515], [0.009266, -1.621440, 5.732167], [1.124170, 0.149496, 0.315471], [0.612293, 1.629707, -0.590166], [0.696090, -2.233006, 3.478665], [-0.951997, 2.702281, -3.123897], [1.209937, 1.774853, 3.979529], [0.827235, -3.384616, 2.209296], [-0.089071, 3.385485, -3.136540], [-2.316960, -1.353433, 2.152160], [2.722321, 0.635596, -3.279712], [1.768617, -1.539278, -1.905210], [0.141393, 0.887438, 6.808231], [-3.242776, -0.254013, -1.190923], [0.162700, -2.613139, 4.704826], [0.856587, 0.850972, -2.476210], [-1.254826, 2.312079, 0.495675], [1.048870, -0.872432, 3.370622], [-2.870270, 0.459775, -1.917853], [-0.658983, -0.739857, -1.695190], [-1.390633, 0.419553, -1.982816], [1.674149, -2.257886, -2.748445]], "atomic_forces_ev_per_a": [[-2.579, -2.200, -3.144], [-0.540, -0.179, 1.369], [-0.054, 3.654, 0.259], [-0.182, 0.141, -0.298], [0.410, 0.325, -0.189], [0.233, -1.148, 0.740], [0.810, -0.168, 0.307], [0.642, -0.487, 0.093], [0.202, -0.670, -0.105], [-0.947, 0.368, 0.493], [0.428, 0.572, 0.316], [-0.118, -0.631, -1.248], [0.548, 0.683, -0.366], [-0.127, -0.061, 0.278], [-0.405, -0.525, 0.288], [0.145, -0.071, 0.162], [-0.005, -0.397, -0.520], [0.386, 0.212, 0.043], [0.519, 0.395, -0.330], [-0.523, -1.596, 0.588], [0.759, 0.157, -0.766], [0.330, -0.705, -0.021], [0.866, 0.406, -1.787], [0.375, -0.488, 1.481], [0.165, -1.965, 2.064], [-0.235, 1.107, 1.026], [0.479, 0.011, -0.459], [-0.009, -0.335, -0.168], [0.175, 0.478, 0.051], [-0.576, 0.241, 0.140], [-0.088, -0.181, 0.173], [0.743, 0.117, -0.080], [-0.295, -0.215, 0.426], [-0.079, 0.064, 0.190], [-0.105, 0.064, 0.228], [0.145, 1.492, 1.280], [-1.355, -0.593, 0.872], [-1.510, 1.187, 1.571], [-0.522, 0.386, -2.258], [-0.233, 0.524, -0.496], [1.856, 0.191, -1.191], [0.553, -0.659, -1.142], [-0.282, 0.495, 0.130]], "charge": -2, "s2": 6.0418, "e_lumo_ev": [4.27, 4.27], "multiplicity": 5, "orbital_gap_ev": [3.97, 5.11]}


Which of these has the highest charge?
C16H17BrHfI2N2O2